{
  "formula": "C26H56ClN6O10",
  "method": "ωB97M-V/def2-TZVPD",
  "multiplicity": 4,
  "mol_weight_g_mol": 648.22,
  "orbital_gap_ev": [7.39, 3.36],
  "homo_ev": [-8.48, -9.19],
  "energy_ev": -69792.045,
  "species": ["Cl", "O", "O", "O", "O", "O", "O", "O", "O", "O", "O", "N", "N", "N", "N", "N", "N", "C", "C", "C", "C", "C", "C", "C", "C", "C", "C", "C", "C", "C", "C", "C", "C", "C", "C", "C", "C", "C", "C", "C", "C", "C", "C", "H", "H", "H", "H", "H", "H", "H", "H", "H", "H", "H", "H", "H", "H", "H", "H", "H", "H", "H", "H", "H", "H", "H", "H", "H", "H", "H", "H", "H", "H", "H", "H", "H", "H", "H", "H", "H", "H", "H", "H", "H", "H", "H", "H", "H", "H", "H", "H", "H", "H", "H", "H", "H", "H", "H", "H"],
  "coordinates": [[-7.529924, 6.727081, -17.222933], [-3.389580, 2.624076, -18.269320], [-4.085376, 7.010023, -13.169849], [-12.883173, 2.651976, -12.989045], [-3.762196, 6.011303, -24.096321], [-6.358202, 13.107818, -15.261011], [-6.434951, 7.701126, -17.576871], [-6.994109, 5.767680, -16.294398], [-12.324596, 3.124602, -19.595622], [-8.629498, 7.412117, -16.489280], [-7.931531, 6.039017, -18.419350], [-10.351730, 3.947049, -19.046972], [-6.455315, 10.981266, -16.005786], [-5.186622, 6.045841, -23.774160], [-5.376135, 8.567620, -14.122639], [-5.127140, 3.843281, -18.558835], [-11.791847, 2.653949, -13.992677], [-7.795106, 7.025173, -22.748315], [-9.462331, 2.489144, -15.601721], [-5.901632, 12.221268, -15.938141], [-11.870599, 1.563469, -15.106624], [-5.138574, 4.269094, -22.091278], [-4.639194, 12.407060, -16.743417], [-11.011460, 3.965536, -14.093319], [-7.152760, 5.778359, -22.213744], [-5.958982, 7.037809, -24.638175], [-5.331861, 8.447792, -24.560030], [-7.415536, 7.245094, -24.144285], [-5.540281, 5.742429, -22.383994], [-10.389801, 1.244903, -15.517508], [-6.177840, 6.447077, -26.048207], [-10.464604, 2.776086, -21.112197], [-12.652986, 2.087027, -16.277469], [-4.872963, 6.696651, -21.408699], [-4.576396, 2.769112, -18.043263], [-11.443176, 4.907681, -15.218275], [-9.553550, 3.402318, -14.333676], [-11.119304, 3.296438, -19.843845], [-5.003342, 7.787773, -13.030308], [-5.736812, 8.029700, -11.735349], [-10.967085, 4.718348, -12.775418], [-12.612964, 0.233771, -14.821749], [-5.554680, 1.669416, -17.467975], [-5.772657, 1.901198, -16.425449], [-9.244075, 2.808258, -13.473787], [-11.187418, 4.566288, -16.221347], [-4.366314, 8.459894, -25.065678], [-3.797146, 12.713741, -16.122946], [-3.884505, 6.474777, -21.006401], [-9.921643, 0.430294, -14.964923], [-12.048851, -0.233773, -14.014735], [-6.236238, 10.354030, -16.766503], [-10.386297, 1.690454, -21.170449], [-6.419090, 7.227323, -11.454635], [-10.763958, 5.752775, -15.330400], [-4.439448, 4.515491, -18.867575], [-12.827313, -0.372405, -15.701926], [-6.130429, 3.953107, -18.520861], [-13.497305, 0.502463, -14.243955], [-6.411197, 8.885863, -11.752736], [-12.482954, 5.234188, -15.237157], [-7.238024, 10.933924, -15.369228], [-5.705417, 3.562018, -22.696958], [-5.153134, 6.351354, -26.407250], [-7.374687, 5.765289, -21.146658], [-12.902212, 1.259532, -16.941722], [-5.038981, 8.085047, -10.899836], [-4.857595, 7.750364, -21.687195], [-4.308190, 11.429686, -17.094527], [-6.460771, 1.561455, -18.064159], [-10.164575, 5.450401, -12.685048], [-9.501662, 2.989851, -16.569111], [-4.689744, 13.037127, -17.631435], [-5.946019, 9.192040, -25.066976], [-11.021327, 4.078893, -11.894360], [-11.131659, 3.013343, -21.940960], [-8.852024, 4.227208, -14.458289], [-7.524114, 7.916604, -22.182618], [-6.734100, 7.061935, -26.755749], [-5.121267, 8.767822, -23.539570], [-7.727932, 8.268933, -24.349850], [-11.969550, 5.145605, -12.800159], [-8.043333, 6.494998, -24.625262], [-10.472173, 0.714809, -16.466355], [-9.409316, 4.216407, -19.290719], [-11.939862, 2.637133, -16.891424], [-6.156280, 9.196874, -13.998079], [-13.481872, 2.727003, -15.975036], [-4.057524, 4.206624, -22.215872], [-5.116164, 8.459707, -15.092622], [-7.613441, 4.906946, -22.679067], [-5.401866, 4.079667, -21.050663], [-5.148047, 0.662376, -17.375078], [-8.878553, 6.996556, -22.632492], [-5.483740, 6.699125, -20.505899], [-8.435123, 2.128906, -15.657963], [-9.511519, 3.304687, -21.094802], [-6.672073, 5.476224, -26.083925], [-10.729905, 4.235511, -18.155976]],
  "forces_ev_per_angstrom": [[1.9280, 2.2460, 1.9956], [0.7001, -1.0219, 1.2743], [0.0162, -0.5022, 0.8051], [3.8023, -0.0711, -3.6763], [-5.7619, 0.0453, 1.3764], [-0.4643, 0.4460, 0.7445], [-2.2420, -1.2871, 0.4735], [0.1350, -0.6131, 0.0312], [0.8804, -0.1542, -0.0045], [0.8510, -0.6427, -1.8810], [-0.8928, -0.0074, -0.5299], [2.4581, 1.6645, 2.4253], [0.1346, 0.7158, 0.4769], [4.3927, 0.9635, -2.3604], [-1.2060, 0.5490, 1.4173], [-1.8373, 1.0323, 0.1547], [-3.9112, -0.2481, 2.3545], [0.5453, 0.7204, 1.7445], [0.3839, -0.5554, 0.4771], [0.8217, 0.1910, -0.9249], [0.7198, -1.4426, -0.6644], [0.0182, 1.1594, 0.3190], [0.8889, -1.0865, -0.4179], [2.7325, -0.5201, -0.1926], [1.2897, 0.4862, 0.3853], [-1.6527, 0.1424, 1.0776], [1.1061, -0.5175, -0.8487], [-0.7418, -0.6286, -0.6693], [-1.3371, -1.1159, -0.1151], [-0.0456, 0.6443, -0.1092], [1.9645, 0.2778, -0.1230], [-0.4497, 0.5798, 0.4460], [1.0916, 1.6363, -1.2012], [-0.4910, 0.6407, 1.3647], [0.4361, -2.5829, -1.0454], [0.2974, -0.2726, -1.3986], [-0.6299, -0.7987, -1.7473], [-3.6182, -2.3914, -2.1578], [0.4938, 0.4742, -2.3060], [-0.6059, 0.0228, 0.4611], [-2.2981, -0.6116, 0.3147], [0.6125, 1.2416, 3.4338], [0.8364, 0.4601, 0.3812], [-0.4097, 0.4173, -0.0432], [-0.0957, 0.0993, 0.1543], [-0.5490, -0.9675, 0.0916], [0.1219, -0.0890, -0.0137], [-0.3397, 0.4504, 0.1940], [0.2208, -0.4757, -0.7504], [-0.2266, 0.3697, 0.9974], [0.2144, -0.9493, -0.4405], [-0.4164, -0.2454, 0.3926], [0.3042, 0.0669, 0.5287], [0.2134, -0.4976, -0.4271], [0.0261, 0.5098, 1.2633], [-0.6467, 0.3189, -0.1480], [0.3129, 0.2700, 0.3146], [0.3345, 0.8559, 0.0284], [-0.7380, -0.1777, -0.6307], [0.4072, 0.3468, -0.0751], [0.1026, -0.0479, 0.3660], [-0.3135, -0.7063, -0.6471], [0.2757, 0.1009, -0.2503], [-0.0541, -0.3577, -0.6377], [0.2668, -0.4533, 0.1695], [-0.5134, 0.1425, 0.3412], [0.1071, 0.2527, -0.2124], [-0.0392, -0.1520, -0.4515], [-0.0400, -0.1342, -0.2513], [-0.0932, 0.4086, 0.0683], [-0.2222, -0.1249, -0.3744], [-0.6750, 0.4285, 0.2056], [-0.3939, 0.2531, 0.3275], [-0.1685, -0.1308, 0.0939], [0.5986, -0.2330, -0.0646], [0.3418, 0.4401, -0.0894], [-0.1845, 0.2387, 0.0836], [0.3559, -0.1003, 0.5811], [0.0486, 0.5040, 0.3919], [-0.3501, -0.1342, 0.0263], [-0.0811, -0.2401, -0.8419], [0.1584, 1.0792, 0.6304], [-0.0845, 0.3337, -0.8749], [-0.2117, 0.4978, -0.5033], [-0.1005, 0.1286, 0.3137], [-0.4835, 0.5858, -0.1371], [0.1871, -0.1219, -0.0519], [-0.1474, -0.2770, -0.3317], [-0.1182, -0.4209, -0.0950], [0.4088, -0.6462, 0.3859], [0.2143, -0.1847, -0.1513], [0.1688, -0.1108, 0.0387], [0.6497, 0.2537, -0.5199], [-0.1263, -0.2075, -0.1746], [-0.2051, -0.0263, 0.2215], [0.1148, -0.2004, 0.2969], [0.2182, -0.4908, -1.0744], [0.1747, -0.0472, 0.5670], [0.1291, 0.3298, -0.3715]]
}